The following is a DFT calculation (the ωB97M-V functional and the def2-TZVPD basis) of the molecule C2H5N3S2 in a non-equilibrium geometry.

Last columns: bonded neighbours and bond lengths (Å).
Atoms and positions in Å:
1 H 0.8989 1.7604 -0.2004  N2 1.043
2 N -0.0462 1.3336 -0.3112  H1 1.043, C3 1.283
3 C -0.0097 0.0561 -0.1929  N2 1.283, N4 1.367, S6 1.801
4 N 1.0826 -0.7582 -0.0824  C3 1.367, N5 1.428, H9 1.057
5 N 2.3064 -0.0925 0.2318  N4 1.428, H10 1.018, H11 1.012
6 S -1.5022 -0.9492 -0.2683  C3 1.801, C7 1.739
7 C -2.7376 0.2416 0.0175  S6 1.739, S8 1.615, H12 1.056
8 S -4.3142 -0.1059 0.0689  C7 1.615
9 H 0.9702 -1.8085 -0.0564  N4 1.057
10 H 2.6158 -0.5268 1.0995  N5 1.018
11 H 3.0148 -0.3346 -0.4497  N5 1.012
12 H -2.2789 1.1841 0.1438  C7 1.056

Properties
Structure (SMILES)   [H]/N=C(\NN)SC=S
Net charge   0
HOMO-LUMO gap   8.546 eV
Molecular weight   135.22 g/mol
Highest occupied orbital energy   -8.67 eV

Results of the Mulliken charge analysis, in e, for atoms 1 through 8: 0.282, -0.691, 0.632, -0.107, -0.597, -0.122, -0.228, -0.214

=====

The following is a DFT calculation (the ωB97M-V functional and the def2-TZVPD basis) of a cluster of 12 separate species, C52H117Br8N6O16 in total in a non-equilibrium geometry.

Last columns: bonded neighbours and bond lengths (Å).
Atoms and positions in Å:
1 C 0.4549 -0.4918 -1.3443  C2 1.561, H10 1.090, H11 1.090, H12 1.090
2 C 0.9662 0.9828 -1.3806  C1 1.561, C3 1.576, H13 1.090, H14 1.090
3 C 0.1088 2.0264 -0.5692  C2 1.576, N4 1.532, H15 1.090, H16 1.090
4 N 0.6889 3.4284 -0.3553  C3 1.532, C5 1.547, C6 1.491, C9 1.589
5 C 2.0884 3.2511 0.2808  N4 1.547, H17 1.090, H18 1.090, H19 1.090
6 C 0.7550 4.2772 -1.5788  N4 1.491, C7 1.546, H20 1.090, H21 1.090
7 C 0.6038 5.6978 -0.9888  C6 1.546, C8 1.481, H22 1.090, H23 1.090
8 C -0.3278 5.6437 0.1618  C7 1.481, C9 1.542, H24 1.090, H25 1.090
9 C -0.2213 4.2004 0.6931  N4 1.589, C8 1.542, H26 1.090, H27 1.090
10 H -0.6160 -0.6490 -1.4731  C1 1.090
11 H 0.8558 -0.9212 -0.4262  C1 1.090
12 H 0.8860 -0.9403 -2.2394  C1 1.090
13 H 1.0214 1.1408 -2.4577  C2 1.090
14 H 1.9891 1.0271 -1.0069  C2 1.090
15 H -0.0684 1.6031 0.4195  C3 1.090
16 H -0.8694 2.1196 -1.0409  C3 1.090
17 H 1.8882 2.6019 1.1332  C5 1.090
18 H 2.3990 4.2163 0.6808  C5 1.090
19 H 2.8324 2.8532 -0.4093  C5 1.090
20 H 1.7370 4.2007 -2.0457  C6 1.090
21 H -0.0247 4.0612 -2.3092  C6 1.090
22 H 1.5209 6.1852 -0.6578  C7 1.090
23 H 0.2703 6.2867 -1.8432  C7 1.090
24 H -0.0425 6.3628 0.9296  C8 1.090
25 H -1.3207 5.9571 -0.1608  C8 1.090
26 H 0.2402 4.2390 1.6799  C9 1.090
27 H -1.1211 3.5940 0.7971  C9 1.090
28 C -9.0637 3.6064 -11.0872  O29 1.400, H37 1.090, H38 1.090, H39 1.090
29 O -8.7565 4.1712 -9.8435  C28 1.400, C30 1.432
30 C -8.0973 5.4274 -10.0361  O29 1.432, C31 1.541, H40 1.090, H41 1.090
31 C -7.9453 6.0813 -8.6488  C30 1.541, N32 1.420, H42 1.090, H43 1.090
32 N -7.0154 7.1545 -8.6192  C31 1.420, C33 1.508, H44 1.010
33 C -6.7699 7.8206 -7.2893  N32 1.508, C34 1.586, H45 1.090, H46 1.090
34 C -5.2901 7.5693 -6.7765  C33 1.586, O35 1.423, H47 1.090, H48 1.090
35 O -5.1126 6.3017 -6.1536  C34 1.423, C36 1.447
36 C -5.9346 5.8966 -5.0337  O35 1.447, H49 1.090, H50 1.090, H51 1.090
37 H -9.7279 2.7452 -11.0147  C28 1.090
38 H -8.1209 3.3944 -11.5915  C28 1.090
39 H -9.5440 4.3301 -11.7458  C28 1.090
40 H -8.6550 6.1613 -10.6179  C30 1.090
41 H -7.1437 5.2372 -10.5286  C30 1.090
42 H -7.6092 5.3563 -7.9075  C31 1.090
43 H -8.9317 6.4006 -8.3125  C31 1.090
44 H -6.0942 6.9038 -8.9487  N32 1.010
45 H -7.5125 7.6325 -6.5139  C33 1.090
46 H -6.7896 8.9041 -7.4067  C33 1.090
47 H -5.2067 8.3021 -5.9739  C34 1.090
48 H -4.4274 7.6145 -7.4411  C34 1.090
49 H -6.9009 5.5175 -5.3665  C36 1.090
50 H -6.1376 6.7850 -4.4356  C36 1.090
51 H -5.3770 5.1051 -4.5330  C36 1.090
52 C 6.4982 6.2806 -4.0931  O53 1.406, H61 1.090, H62 1.090, H63 1.090
53 O 6.1818 4.9855 -4.5403  C52 1.406, C54 1.404
54 C 7.0958 3.9756 -4.2010  O53 1.404, C55 1.474, H64 1.090, H65 1.090
55 C 6.8650 2.7665 -5.0116  C54 1.474, N56 1.429, H66 1.090, H67 1.090
56 N 5.6610 2.0177 -4.8353  C55 1.429, C57 1.467, H68 1.010
57 C 5.5976 0.8740 -5.7518  N56 1.467, C58 1.541, H69 1.090, H70 1.090
58 C 4.7680 1.3203 -6.9711  C57 1.541, O59 1.470, H71 1.090, H72 1.090
59 O 3.6980 2.1852 -6.4547  C58 1.470, C60 1.456
60 C 2.9446 2.7109 -7.5839  O59 1.456, H73 1.090, H74 1.090, H75 1.090
61 H 5.7814 7.0807 -4.2778  C52 1.090
62 H 7.3807 6.6224 -4.6339  C52 1.090
63 H 6.8158 6.1069 -3.0650  C52 1.090
64 H 6.8207 3.8992 -3.1491  C54 1.090
65 H 8.1060 4.3817 -4.2517  C54 1.090
66 H 7.7354 2.1295 -4.8546  C55 1.090
67 H 6.9504 3.0945 -6.0475  C55 1.090
68 H 4.9614 2.5981 -5.2754  N56 1.010
69 H 4.9710 0.0482 -5.4149  C57 1.090
70 H 6.4922 0.4700 -6.2257  C57 1.090
71 H 4.4199 0.4199 -7.4774  C58 1.090
72 H 5.3509 1.7828 -7.7676  C58 1.090
73 H 3.5370 3.4465 -8.1282  C60 1.090
74 H 2.1628 3.3034 -7.1088  C60 1.090
75 H 2.5093 1.8732 -8.1287  C60 1.090
76 C 2.2512 -9.8583 0.9498  O77 1.387, H85 1.090, H86 1.090, H87 1.090
77 O 1.8339 -11.0954 1.4185  C76 1.387, C78 1.435
78 C 0.8653 -11.8371 0.6620  O77 1.435, C79 1.554, H88 1.090, H89 1.090
79 C 0.3253 -13.0185 1.5156  C78 1.554, N80 1.446, H90 1.090, H91 1.090
80 N -0.3467 -14.0358 0.7378  C79 1.446, C81 1.478, H92 1.010
81 C -0.7300 -15.0204 1.7709  N80 1.478, C82 1.535, H93 1.090, H94 1.090
82 C -1.7389 -16.0899 1.3291  C81 1.535, O83 1.428, H95 1.090, H96 1.090
83 O -1.7246 -17.1722 2.2613  C82 1.428, C84 1.370
84 C -2.5953 -18.1872 1.9646  O83 1.370, H97 1.090, H98 1.090, H99 1.090
85 H 1.2885 -9.3665 0.8108  C76 1.090
86 H 2.8119 -9.8186 0.0159  C76 1.090
87 H 2.7863 -9.2097 1.6434  C76 1.090
88 H 1.3035 -12.3966 -0.1645  C78 1.090
89 H -0.0685 -11.3840 0.3291  C78 1.090
90 H -0.4227 -12.5828 2.1780  C79 1.090
91 H 1.1403 -13.3282 2.1698  C79 1.090
92 H 0.4020 -14.4446 0.1970  N80 1.010
93 H -1.1530 -14.5207 2.6424  C81 1.090
94 H 0.1547 -15.6079 2.0163  C81 1.090
95 H -1.5229 -16.4422 0.3205  C82 1.090
96 H -2.7317 -15.6406 1.3512  C82 1.090
97 H -3.6360 -17.8703 1.8954  C84 1.090
98 H -2.6162 -18.9244 2.7672  C84 1.090
99 H -2.3583 -18.7471 1.0600  C84 1.090
100 C -2.7645 1.0656 5.3582  O101 1.389, H109 1.090, H110 1.090, H111 1.090
101 O -1.8468 0.5310 6.2527  C100 1.389, C102 1.480
102 C -0.6306 1.3733 6.3021  O101 1.480, C103 1.577, H112 1.090, H113 1.090
103 C 0.2252 0.9350 7.5526  C102 1.577, N104 1.445, H114 1.090, H115 1.090
104 N 1.3990 1.7448 7.7857  C103 1.445, C105 1.483, H116 1.010
105 C 2.4645 1.2239 6.8958  N104 1.483, C106 1.540, H117 1.090, H118 1.090
106 C 3.6094 2.2388 6.7208  C105 1.540, O107 1.440, H119 1.090, H120 1.090
107 O 4.4309 2.4200 7.8895  C106 1.440, C108 1.422
108 C 5.4262 1.4074 7.9700  O107 1.422, H121 1.090, H122 1.090, H123 1.090
109 H -2.1466 1.0563 4.4603  C100 1.090
110 H -3.0810 2.0571 5.6820  C100 1.090
111 H -3.6476 0.4724 5.1212  C100 1.090
112 H -0.9446 2.4083 6.4378  C102 1.090
113 H -0.0562 1.1994 5.3922  C102 1.090
114 H 0.4710 -0.1261 7.5958  C103 1.090
115 H -0.4172 1.0374 8.4272  C103 1.090
116 H 1.6285 1.7336 8.7692  N104 1.010
117 H 2.1445 0.8388 5.9276  C105 1.090
118 H 2.8716 0.3749 7.4449  C105 1.090
119 H 3.1964 3.2148 6.4660  C106 1.090
120 H 4.2407 1.8832 5.9064  C106 1.090
121 H 6.3249 1.6827 7.4181  C108 1.090
122 H 5.1067 0.4360 7.5926  C108 1.090
123 H 5.6805 1.2413 9.0168  C108 1.090
124 C 2.5390 -5.9641 10.3257  O125 1.365, H133 1.090, H134 1.090, H135 1.090
125 O 2.5677 -6.0787 8.9655  C124 1.365, C126 1.439
126 C 3.5519 -5.3043 8.2559  O125 1.439, C127 1.512, H136 1.090, H137 1.090
127 C 3.1935 -5.1557 6.7947  C126 1.512, N128 1.464, H138 1.090, H139 1.090
128 N 1.8176 -4.6841 6.6255  C127 1.464, C129 1.451, H140 1.010
129 C 1.1877 -5.0018 5.3576  N128 1.451, C130 1.516, H141 1.090, H142 1.090
130 C -0.2822 -4.6313 5.3617  C129 1.516, O131 1.399, H143 1.090, H144 1.090
131 O -0.7604 -4.9766 4.0931  C130 1.399, C132 1.379
132 C -1.9700 -4.3845 3.7986  O131 1.379, H145 1.090, H146 1.090, H147 1.090
133 H 2.0424 -5.0293 10.5859  C124 1.090
134 H 3.5100 -6.0160 10.8182  C124 1.090
135 H 1.8710 -6.7562 10.6639  C124 1.090
136 H 4.4961 -5.8487 8.2446  C126 1.090
137 H 3.7193 -4.2910 8.6209  C126 1.090
138 H 3.4396 -6.0521 6.2255  C127 1.090
139 H 3.8614 -4.4129 6.3587  C127 1.090
140 H 1.3040 -4.9460 7.4548  N128 1.010
141 H 1.1044 -6.0875 5.3091  C129 1.090
142 H 1.6817 -4.5426 4.5013  C129 1.090
143 H -0.2815 -3.5800 5.6495  C130 1.090
144 H -0.7429 -5.2095 6.1627  C130 1.090
145 H -2.5181 -4.1664 4.7152  C132 1.090
146 H -2.5436 -5.0453 3.1487  C132 1.090
147 H -1.8933 -3.4190 3.2987  C132 1.090
148 Br 2.6442 14.2906 4.9796  C149 1.980
149 C 2.6379 12.3427 4.6257  Br148 1.980, C150 1.542, H152 1.090, H153 1.090
150 C 3.8784 11.9788 3.7860  C149 1.542, Br151 1.999, H154 1.090, H155 1.090
151 Br 3.9982 9.9861 3.6883  C150 1.999
152 H 1.7098 12.2480 4.0620  C149 1.090
153 H 2.5328 11.7719 5.5483  C149 1.090
154 H 4.7642 12.3490 4.3021  C150 1.090
155 H 3.9689 12.4683 2.8163  C150 1.090
156 Br 9.9994 -2.7568 -2.4728  C157 2.015
157 C 9.2591 -1.6531 -0.9578  Br156 2.015, C158 1.547, H160 1.090, H161 1.090
158 C 7.9168 -2.3003 -0.5417  C157 1.547, Br159 2.001, H162 1.090, H163 1.090
159 Br 7.1377 -1.4549 1.0959  C158 2.001
160 H 9.1563 -0.6082 -1.2505  C157 1.090
161 H 9.9708 -1.5698 -0.1364  C157 1.090
162 H 7.9909 -3.3642 -0.3161  C158 1.090
163 H 7.1524 -2.2209 -1.3145  C158 1.090
164 Br -1.2739 8.2685 6.9765  C165 1.967
165 C -2.8660 8.5469 8.0982  Br164 1.967, C166 1.510, H168 1.090, H169 1.090
166 C -3.0393 10.0308 8.3203  C165 1.510, Br167 2.019, H170 1.090, H171 1.090
167 Br -4.8024 10.3430 9.2538  C166 2.019
168 H -2.8074 8.0657 9.0745  C165 1.090
169 H -3.6720 8.1065 7.5113  C165 1.090
170 H -3.1811 10.4638 7.3301  C166 1.090
171 H -2.2264 10.5771 8.7987  C166 1.090
172 Br -7.6977 7.1027 3.2556  C173 1.987
173 C -9.5056 6.6470 3.9415  Br172 1.987, C174 1.551, H176 1.090, H177 1.090
174 C -10.3014 7.8148 4.5799  C173 1.551, Br175 1.944, H178 1.090, H179 1.090
175 Br -12.0368 7.1264 5.1212  C174 1.944
176 H -9.4077 5.8031 4.6244  C173 1.090
177 H -9.9302 6.2165 3.0346  C173 1.090
178 H -10.4703 8.5983 3.8411  C174 1.090
179 H -9.8126 8.3453 5.3972  C174 1.090
180 C 1.3399 -8.3523 -7.2324  C181 1.527, O185 1.440, H186 1.090, H187 1.090
181 C 1.0822 -8.5336 -5.7383  C180 1.527, O182 1.429, H188 1.090, H189 1.090
182 O 2.0019 -7.6263 -5.1281  C181 1.429, C183 1.358
183 C 3.0650 -7.4815 -5.9604  O182 1.358, O184 1.290, O185 1.400
184 O 4.1868 -6.9850 -5.5621  C183 1.290
185 O 2.7245 -7.9578 -7.2320  C180 1.440, C183 1.400
186 H 0.6833 -7.6486 -7.7441  C180 1.090
187 H 1.2426 -9.3448 -7.6723  C180 1.090
188 H 1.2710 -9.5674 -5.4490  C181 1.090
189 H 0.0774 -8.1660 -5.5297  C181 1.090
190 C -4.3699 0.0983 -7.2078  C191 1.504, O195 1.348, H196 1.090, H197 1.090
191 C -5.1467 -0.7321 -8.1916  C190 1.504, O192 1.374, H198 1.090, H199 1.090
192 O -4.8762 -2.0490 -7.9086  C191 1.374, C193 1.321
193 C -3.9918 -2.1077 -6.9286  O192 1.321, O194 1.195, O195 1.344
194 O -3.6252 -3.1228 -6.4161  C193 1.195
195 O -3.6707 -0.8557 -6.5620  C190 1.348, C193 1.344
196 H -4.9211 0.7905 -6.5712  C190 1.090
197 H -3.6700 0.8092 -7.6468  C190 1.090
198 H -4.8800 -0.4501 -9.2101  C191 1.090
199 H -6.1441 -0.2936 -8.1599  C191 1.090

Properties
Net charge   +1
HOMO-LUMO gap   7.205 eV
Molecular weight   1721.77 g/mol
Highest occupied orbital energy   -9.65 eV

Results of the Mulliken charge analysis, in e, for atoms 1 through 8: -1.327, -0.300, -0.923, 0.325, -1.186, -0.568, -0.656, -0.461

=====

The following is a DFT calculation (the ωB97M-V functional and the def2-TZVPD basis) of the molecule C2H8Cl2N3PS in a non-equilibrium geometry.

Last columns: bonded neighbours and bond lengths (Å).
Atoms and positions in Å:
1 C 0.2650 -1.3421 0.9063  C2 1.525, H10 1.089, H11 1.088, H12 1.088
2 C 0.7722 -0.1506 0.1017  C1 1.525, N3 1.452, H13 1.091, H14 1.096
3 N -0.2391 0.5078 -0.7056  C2 1.452, P4 1.858, H15 1.018
4 P -1.5218 1.5231 0.1761  N3 1.858, S5 1.927, N6 1.692, N8 1.696
5 S -2.6726 0.8199 1.5517  P4 1.927
6 N -0.3887 2.6711 0.6856  P4 1.692, Cl7 1.739, H16 1.015
7 Cl -1.0539 3.9944 1.5976  N6 1.739
8 N -2.3072 2.3102 -1.1052  P4 1.696, Cl9 1.743, H17 1.016
9 Cl -3.9151 1.7838 -1.5260  N8 1.743
10 H -0.2960 -2.0229 0.2673  C1 1.089
11 H 1.1032 -1.8861 1.3367  C1 1.088
12 H -0.3874 -1.0074 1.7099  C1 1.088
13 H 1.2032 0.5981 0.7675  C2 1.091
14 H 1.5443 -0.4783 -0.6042  C2 1.096
15 H -0.7499 -0.1927 -1.2400  N3 1.018
16 H 0.2118 3.0200 -0.0550  N6 1.015
17 H -1.7477 2.4080 -1.9474  N8 1.016

Properties
Structure (SMILES)   CCNP(=S)(NCl)NCl
Net charge   0
HOMO-LUMO gap   9.406 eV
Molecular weight   208.05 g/mol
Highest occupied orbital energy   -9.07 eV

Results of the Mulliken charge analysis, in e, for atoms 1 through 8: -0.987, -0.434, -0.464, 0.595, -0.334, -0.382, -0.073, -0.343

=====

Please write out number 3 again, unchanged.
The following is a DFT calculation (the ωB97M-V functional and the def2-TZVPD basis) of the molecule C2H8Cl2N3PS in a non-equilibrium geometry.

Last columns: bonded neighbours and bond lengths (Å).
Atoms and positions in Å:
1 C 0.2650 -1.3421 0.9063  C2 1.525, H10 1.089, H11 1.088, H12 1.088
2 C 0.7722 -0.1506 0.1017  C1 1.525, N3 1.452, H13 1.091, H14 1.096
3 N -0.2391 0.5078 -0.7056  C2 1.452, P4 1.858, H15 1.018
4 P -1.5218 1.5231 0.1761  N3 1.858, S5 1.927, N6 1.692, N8 1.696
5 S -2.6726 0.8199 1.5517  P4 1.927
6 N -0.3887 2.6711 0.6856  P4 1.692, Cl7 1.739, H16 1.015
7 Cl -1.0539 3.9944 1.5976  N6 1.739
8 N -2.3072 2.3102 -1.1052  P4 1.696, Cl9 1.743, H17 1.016
9 Cl -3.9151 1.7838 -1.5260  N8 1.743
10 H -0.2960 -2.0229 0.2673  C1 1.089
11 H 1.1032 -1.8861 1.3367  C1 1.088
12 H -0.3874 -1.0074 1.7099  C1 1.088
13 H 1.2032 0.5981 0.7675  C2 1.091
14 H 1.5443 -0.4783 -0.6042  C2 1.096
15 H -0.7499 -0.1927 -1.2400  N3 1.018
16 H 0.2118 3.0200 -0.0550  N6 1.015
17 H -1.7477 2.4080 -1.9474  N8 1.016

Properties
Structure (SMILES)   CCNP(=S)(NCl)NCl
Net charge   0
HOMO-LUMO gap   9.406 eV
Molecular weight   208.05 g/mol
Highest occupied orbital energy   -9.07 eV

Results of the Mulliken charge analysis, in e, for atoms 1 through 8: -0.987, -0.434, -0.464, 0.595, -0.334, -0.382, -0.073, -0.343

=====

Which of these has the highest net charge? C52H117Br8N6O16

=====

The highest molecular weight belongs to which entry? C52H117Br8N6O16